1:
{
  "formula": "C29H30N3O2Pb",
  "method": "ωB97M-V/def2-TZVPD",
  "elements": ["Pb", "C", "O", "C", "C", "C", "C", "C", "C", "N", "N", "C", "C", "O", "C", "C", "C", "C", "C", "C", "C", "C", "H", "H", "H", "H", "H", "H", "H", "H", "H", "H", "H", "H", "H", "C", "C", "C", "C", "C", "C", "C", "C", "C", "C", "C", "C", "N", "H", "H", "H", "H", "H", "H", "H", "H", "H", "H", "H", "H", "H", "H", "H", "H", "H"],
  "xyz": [[0.03, -0.19, -1.14], [-0.87, -1.02, 2.24], [0.19, -0.98, 1.28], [1.47, -1.29, 1.75], [1.69, -2.16, 2.79], [3.00, -2.41, 3.19], [4.06, -1.78, 2.55], [3.82, -0.90, 1.51], [2.52, -0.66, 1.09], [2.14, 0.20, 0.03], [3.06, 0.90, -0.47], [2.72, 1.87, -1.38], [1.44, 2.45, -1.44], [0.37, 1.95, -0.87], [1.31, 3.72, -2.10], [2.33, 4.23, -2.83], [3.60, 3.57, -2.93], [4.61, 4.05, -3.77], [5.82, 3.41, -3.85], [6.05, 2.27, -3.06], [5.07, 1.78, -2.23], [3.81, 2.41, -2.16], [-0.56, -0.49, 3.15], [-1.71, -0.51, 1.79], [-1.15, -2.05, 2.48], [0.87, -2.64, 3.31], [3.18, -3.10, 4.00], [5.08, -1.98, 2.86], [4.63, -0.38, 1.01], [0.36, 4.22, -2.03], [2.20, 5.17, -3.36], [4.42, 4.93, -4.37], [6.59, 3.78, -4.51], [7.01, 1.77, -3.11], [5.25, 0.90, -1.63], [-2.05, -3.18, -0.79], [-3.51, -2.74, -0.59], [-3.81, -2.48, 0.89], [-3.95, -1.57, -1.43], [-4.92, -1.76, -2.36], [-5.45, -0.67, -3.06], [-5.09, 0.65, -2.79], [-4.09, 0.94, -1.90], [-3.79, 2.37, -1.59], [-2.57, 2.87, -2.37], [-3.66, 2.65, -0.09], [-3.36, -0.21, -1.28], [-2.21, -0.07, -0.73], [-1.95, -4.23, -0.49], [-1.38, -2.59, -0.17], [-1.74, -3.11, -1.83], [-4.15, -3.57, -0.91], [-3.29, -1.59, 1.23], [-3.49, -3.33, 1.49], [-4.88, -2.34, 1.06], [-5.32, -2.75, -2.55], [-6.21, -0.86, -3.81], [-5.61, 1.46, -3.30], [-4.66, 2.93, -1.96], [-1.64, 2.58, -1.88], [-2.61, 3.96, -2.42], [-2.56, 2.49, -3.40], [-2.78, 2.15, 0.31], [-4.54, 2.31, 0.46], [-3.55, 3.72, 0.07]],
  "orbital_gap_ev": [4.63, 4.63],
  "total_charge": 1,
  "e_lumo_ev": [-5.3430, -5.3407],
  "homo_ha": [-0.367, -0.367]
}

=====

2:
{
  "formula": "C29H30N3O2Pb",
  "method": "ωB97M-V/def2-TZVPD",
  "elements": ["Pb", "C", "O", "C", "C", "C", "C", "C", "C", "N", "N", "C", "C", "O", "C", "C", "C", "C", "C", "C", "C", "C", "H", "H", "H", "H", "H", "H", "H", "H", "H", "H", "H", "H", "H", "C", "C", "C", "C", "C", "C", "C", "C", "C", "C", "C", "C", "N", "H", "H", "H", "H", "H", "H", "H", "H", "H", "H", "H", "H", "H", "H", "H", "H", "H"],
  "xyz": [[0.16, -0.59, -0.14], [-0.63, -1.27, 3.36], [0.42, -1.25, 2.40], [1.70, -1.46, 2.85], [2.01, -2.26, 3.93], [3.34, -2.46, 4.29], [4.36, -1.82, 3.60], [4.06, -0.98, 2.55], [2.73, -0.81, 2.14], [2.36, -0.07, 1.05], [3.17, 0.64, 0.40], [2.89, 1.55, -0.52], [1.61, 2.22, -0.54], [0.59, 1.78, 0.07], [1.53, 3.44, -1.29], [2.49, 3.77, -2.19], [3.65, 2.97, -2.37], [4.54, 3.17, -3.45], [5.63, 2.35, -3.61], [5.89, 1.33, -2.69], [5.03, 1.11, -1.64], [3.89, 1.90, -1.48], [-0.38, -0.66, 4.23], [-1.50, -0.84, 2.86], [-0.86, -2.29, 3.67], [1.24, -2.75, 4.49], [3.57, -3.13, 5.10], [5.38, -1.97, 3.89], [4.84, -0.46, 2.01], [0.61, 4.00, -1.19], [2.37, 4.64, -2.82], [4.33, 3.95, -4.16], [6.29, 2.48, -4.45], [6.75, 0.70, -2.82], [5.20, 0.31, -0.94], [-1.67, -3.51, -0.55], [-3.15, -3.14, -0.38], [-3.51, -3.06, 1.11], [-3.55, -1.86, -1.07], [-4.44, -1.92, -2.11], [-4.93, -0.76, -2.72], [-4.63, 0.48, -2.17], [-3.75, 0.62, -1.12], [-3.56, 1.97, -0.50], [-2.24, 2.63, -0.93], [-3.67, 1.91, 1.02], [-3.04, -0.56, -0.64], [-1.94, -0.48, 0.04], [-1.52, -4.57, -0.38], [-1.06, -2.97, 0.18], [-1.32, -3.27, -1.55], [-3.73, -3.95, -0.83], [-3.03, -2.19, 1.55], [-3.19, -3.95, 1.63], [-4.59, -2.96, 1.23], [-4.79, -2.87, -2.47], [-5.59, -0.83, -3.57], [-5.12, 1.36, -2.57], [-4.38, 2.60, -0.88], [-1.42, 2.23, -0.34], [-2.30, 3.70, -0.77], [-2.04, 2.44, -1.99], [-2.85, 1.31, 1.42], [-4.61, 1.45, 1.32], [-3.63, 2.90, 1.45]],
  "orbital_gap_ev": [3.60, 3.60],
  "total_charge": 1,
  "e_lumo_ev": [-5.8685, -5.8672],
  "homo_ha": [-0.348, -0.348]
}

=====

Least stable: 2

=====

1:
{
  "formula": "C22H26N2O5S",
  "method": "ωB97M-V/def2-TZVPD",
  "elements": ["C", "C", "C", "C", "N", "C", "C", "C", "C", "C", "C", "H", "H", "H", "H", "H", "S", "O", "O", "C", "C", "C", "C", "C", "C", "H", "C", "H", "H", "C", "N", "C", "O", "C", "H", "H", "C", "H", "C", "O", "O", "H", "H", "H", "H", "H", "H", "H", "H", "H", "H", "H", "H", "H", "H", "H"],
  "xyz": [[2.94, 0.21, -4.51], [2.38, 0.57, -3.13], [1.44, -0.49, -2.58], [2.16, -1.80, -2.27], [1.34, -2.72, -1.49], [0.20, -3.30, -2.05], [-0.77, -3.91, -1.26], [-1.89, -4.48, -1.83], [-2.09, -4.45, -3.20], [-1.13, -3.85, -4.00], [0.00, -3.29, -3.44], [0.73, -2.85, -4.10], [-1.25, -3.83, -5.07], [-2.97, -4.88, -3.64], [-2.63, -4.95, -1.19], [-0.62, -3.98, -0.20], [1.76, -2.79, 0.14], [3.16, -2.53, 0.23], [1.26, -3.99, 0.74], [0.90, -1.38, 0.86], [1.56, -0.17, 0.90], [0.93, 0.96, 1.41], [-0.36, 0.83, 1.89], [-1.01, -0.41, 1.86], [-0.39, -1.52, 1.35], [-0.87, -2.48, 1.35], [-2.38, -0.28, 2.46], [-3.15, -0.58, 1.75], [-2.48, -0.92, 3.34], [-2.48, 1.21, 2.82], [-1.19, 1.80, 2.45], [-0.86, 3.10, 2.65], [0.22, 3.56, 2.32], [-1.93, 3.96, 3.30], [-2.86, 3.85, 2.74], [-2.12, 3.59, 4.31], [-1.54, 5.44, 3.35], [-2.44, 6.04, 3.53], [-0.55, 5.75, 4.47], [-0.87, 6.34, 5.46], [0.68, 5.31, 4.28], [0.75, 4.77, 3.45], [-1.10, 5.74, 2.39], [-2.65, 1.35, 3.89], [-3.28, 1.70, 2.27], [1.44, 1.91, 1.44], [2.57, -0.12, 0.54], [3.04, -1.61, -1.66], [2.48, -2.30, -3.18], [0.63, -0.66, -3.29], [0.99, -0.11, -1.65], [1.84, 1.52, -3.21], [3.21, 0.72, -2.43], [3.59, -0.66, -4.45], [3.53, 1.04, -4.90], [2.13, 0.01, -5.20]],
  "smiles": "CCCCN(c1ccccc1)S(=O)(=O)c1ccc2c(c1)CCN2C(=O)CCC(=O)O",
  "orbital_gap_ev": 8.65,
  "e_lumo_ev": 0.1994,
  "homo_ha": -0.311
}

=====

2:
{
  "formula": "C22H26N2O5S",
  "method": "ωB97M-V/def2-TZVPD",
  "elements": ["C", "C", "C", "C", "N", "C", "C", "C", "C", "C", "C", "H", "H", "H", "H", "H", "S", "O", "O", "C", "C", "C", "C", "C", "C", "H", "C", "H", "H", "C", "N", "C", "O", "C", "H", "H", "C", "H", "C", "O", "O", "H", "H", "H", "H", "H", "H", "H", "H", "H", "H", "H", "H", "H", "H", "H"],
  "xyz": [[-5.72, -1.03, 1.99], [-5.39, -1.94, 0.81], [-4.03, -2.62, 0.92], [-2.86, -1.63, 0.95], [-2.94, -0.73, -0.19], [-2.79, 0.65, -0.01], [-1.90, 1.19, 0.92], [-1.77, 2.56, 1.05], [-2.51, 3.41, 0.24], [-3.38, 2.88, -0.69], [-3.53, 1.51, -0.81], [-4.20, 1.09, -1.54], [-3.96, 3.54, -1.32], [-2.40, 4.48, 0.34], [-1.08, 2.96, 1.78], [-1.31, 0.53, 1.54], [-2.27, -1.30, -1.62], [-2.79, -0.53, -2.70], [-2.42, -2.73, -1.64], [-0.54, -0.88, -1.37], [0.32, -1.81, -0.82], [1.62, -1.44, -0.49], [2.01, -0.13, -0.71], [1.13, 0.80, -1.28], [-0.16, 0.43, -1.61], [-0.86, 1.12, -2.06], [1.79, 2.13, -1.42], [1.84, 2.43, -2.46], [1.25, 2.90, -0.87], [3.19, 1.89, -0.83], [3.24, 0.48, -0.45], [4.33, -0.14, 0.06], [4.33, -1.33, 0.36], [5.56, 0.73, 0.25], [5.91, 1.07, -0.73], [5.27, 1.62, 0.82], [6.69, 0.00, 0.98], [6.28, -0.56, 1.82], [7.46, -0.95, 0.06], [8.57, -0.72, -0.32], [6.81, -2.05, -0.29], [5.88, -2.04, 0.04], [7.40, 0.74, 1.35], [3.37, 2.52, 0.05], [3.98, 2.10, -1.56], [2.30, -2.16, -0.06], [-0.02, -2.82, -0.68], [-1.92, -2.17, 0.95], [-2.92, -1.03, 1.86], [-3.89, -3.28, 0.06], [-3.98, -3.22, 1.83], [-5.42, -1.36, -0.11], [-6.15, -2.72, 0.74], [-5.61, -1.57, 2.93], [-6.74, -0.68, 1.92], [-5.06, -0.17, 2.01]],
  "smiles": "CCCCN(c1ccccc1)S(=O)(=O)c1ccc2c(c1)CCN2C(=O)CCC(=O)O",
  "orbital_gap_ev": 9.11,
  "e_lumo_ev": 0.1737,
  "homo_ha": -0.328
}

=====

Least stable: 1

=====

1:
{
  "formula": "C3H8N2S",
  "method": "ωB97M-V/def2-TZVPD",
  "elements": ["C", "C", "C", "H", "H", "H", "H", "H", "H", "H", "H", "N", "N", "S"],
  "xyz": [[2.52, -1.34, 0.18], [-0.50, 0.12, -0.82], [-2.63, 1.38, 0.32], [2.74, -1.65, -0.87], [3.46, -0.98, 0.61], [2.13, -2.19, 0.72], [1.31, 0.13, 0.96], [-1.26, -0.01, -1.58], [-2.97, 0.51, 0.86], [-3.12, 2.27, 0.72], [-2.88, 1.23, -0.73], [1.55, -0.28, 0.08], [0.47, -0.64, -0.75], [-0.81, 1.45, 0.30]],
  "smiles": "CN/N=C\\SC",
  "orbital_gap_ev": 9.24,
  "e_lumo_ev": 0.8814,
  "homo_ha": -0.307
}

=====

2:
{
  "formula": "C3H8N2S",
  "method": "ωB97M-V/def2-TZVPD",
  "elements": ["C", "C", "C", "H", "H", "H", "H", "H", "H", "H", "H", "N", "N", "S"],
  "xyz": [[0.48, -0.63, 0.86], [-0.28, 0.67, 0.75], [-1.21, 0.60, -0.48], [2.60, -0.57, -1.38], [2.04, 0.67, -0.47], [0.19, -1.32, 1.65], [-0.83, 0.81, 1.64], [0.39, 1.51, 0.61], [-0.60, 0.52, -1.42], [-1.73, 1.51, -0.55], [-1.71, -1.75, -0.06], [1.75, -0.21, -0.94], [1.42, -1.11, 0.07], [-2.51, -0.69, -0.28]],
  "smiles": "N/N=C\\CCS",
  "orbital_gap_ev": 9.93,
  "e_lumo_ev": 0.9780,
  "homo_ha": -0.329
}

=====

Least stable: 1